[1]
Molecular formula: C5H7NO
Method: DFT, ωB97M-V with the def2-TZVPD basis set

Each line ends with the Löwdin charge.
Element x y z (Å)
C  -0.27  -2.35  0.28  -0.08
O  -1.09  -1.18  0.60  -0.10
C  -0.34  -0.01  0.26  -0.31
C  0.57  0.22  -0.78  -0.06
C  0.88  1.64  -0.76  -0.13
C  0.04  2.23  0.14  -0.14
N  -0.69  1.21  0.83  0.07
H  -0.22  -2.57  -0.83  0.11
H  -0.72  -3.21  0.69  0.06
H  0.73  -2.22  0.77  0.11
H  1.13  -0.41  -1.49  0.10
H  1.74  2.07  -1.32  0.11
H  -0.15  3.29  0.34  0.11
H  -1.61  1.29  1.27  0.16

The LUMO energy comes out at 1.04 eV. Its SMILES is COc1ccc[nH]1. For the gap between HOMO and LUMO, the calculation gives 9.0 eV. As for the net charge: 0. For the energy, the calculation gives -324.66578 a.u. The value obtained for the HOMO energy is -7.92 eV.

=====

[2]
Molecular formula: C5H7NO
Method: DFT, ωB97M-V with the def2-TZVPD basis set

Each line ends with the Löwdin charge.
Element x y z (Å)
C  -1.97  -0.07  0.00  -0.01
C  -0.48  -0.16  0.16  -0.35
N  0.13  -1.06  1.16  0.09
C  0.68  0.26  1.05  -0.13
C  1.72  0.38  -0.34  0.00
C  0.42  0.14  -1.02  -0.42
O  0.12  0.49  -2.14  0.10
H  -2.27  0.90  -0.41  0.08
H  -2.52  -0.27  0.92  0.08
H  -2.26  -0.83  -0.74  0.09
H  0.82  -1.72  0.82  0.10
H  1.00  0.89  1.86  0.12
H  2.52  -0.34  -0.62  0.11
H  2.07  1.37  -0.71  0.12

The LUMO energy comes out at 0.96 eV. Its SMILES is C[C@]12N[C@H]1CC2=O. For the gap between HOMO and LUMO, the calculation gives 10.2 eV. As for the net charge: 0. For the energy, the calculation gives -324.61689 a.u. The value obtained for the HOMO energy is -9.23 eV.

=====

[3]
Molecular formula: C5H7NO
Method: DFT, ωB97M-V with the def2-TZVPD basis set

Each line ends with the Löwdin charge.
Element x y z (Å)
C  -1.74  0.62  -0.08  -0.06
C  -0.36  0.31  -0.56  -0.29
C  0.62  1.10  -0.11  -0.10
N  1.71  0.38  0.45  0.08
C  1.43  -0.99  0.24  -0.44
O  2.06  -1.89  0.74  0.09
C  0.19  -1.09  -0.64  -0.05
H  -2.56  0.04  -0.49  0.07
H  -1.95  1.69  -0.11  0.08
H  -1.66  0.36  0.99  0.09
H  0.56  2.17  0.06  0.12
H  1.68  0.56  1.45  0.14
H  -0.48  -1.88  -0.29  0.13
H  0.50  -1.37  -1.66  0.13

The LUMO energy comes out at 0.73 eV. Its SMILES is CC1=CNC(=O)C1. For the gap between HOMO and LUMO, the calculation gives 9.2 eV. As for the net charge: 0. For the energy, the calculation gives -324.67385 a.u. The value obtained for the HOMO energy is -8.49 eV.

=====

[4]
Molecular formula: C5H7NO
Method: DFT, ωB97M-V with the def2-TZVPD basis set

Each line ends with the Löwdin charge.
Element x y z (Å)
C  1.95  0.08  -0.07  -0.60
C  0.77  -1.07  -0.10  -0.05
C  -1.36  0.24  0.85  -0.07
C  -1.63  0.29  -0.66  -0.06
C  -0.26  -0.01  -0.13  -0.21
N  1.26  1.18  0.05  0.16
O  3.15  -0.13  -0.07  0.03
H  0.78  -1.77  -1.02  0.13
H  0.71  -1.85  0.71  0.12
H  -1.46  1.10  1.50  0.11
H  -1.70  -0.72  1.11  0.08
H  -2.13  -0.61  -0.87  0.09
H  -1.84  1.15  -1.29  0.11
H  1.78  2.12  -0.01  0.15

The LUMO energy comes out at 0.35 eV. For the gap between HOMO and LUMO, the calculation gives 9.7 eV. As for the net charge: 0. For the energy, the calculation gives -324.58228 a.u. The value obtained for the HOMO energy is -9.38 eV.

=====

[5]
Molecular formula: C5H7NO
Method: DFT, ωB97M-V with the def2-TZVPD basis set

Each line ends with the Löwdin charge.
Element x y z (Å)
N  -2.36  0.24  -0.49  -0.04
C  -1.37  -0.49  0.46  -0.17
C  0.15  -0.19  0.20  -0.24
C  0.91  0.99  0.20  -0.09
C  2.17  0.75  -0.14  -0.11
O  2.33  -0.63  -0.20  -0.04
C  1.01  -1.18  -0.13  -0.04
H  -2.50  1.21  -0.16  0.05
H  -1.88  0.18  -1.46  0.10
H  -1.73  -0.28  1.42  0.08
H  -1.39  -1.64  0.23  0.13
H  0.60  2.08  0.39  0.14
H  3.22  1.16  -0.09  0.15
H  0.82  -2.20  -0.23  0.11

The LUMO energy comes out at 0.97 eV. Its SMILES is NCc1ccoc1. For the gap between HOMO and LUMO, the calculation gives 9.9 eV. As for the net charge: 0. For the energy, the calculation gives -324.64520 a.u. The value obtained for the HOMO energy is -8.96 eV.

=====

[6]
Molecular formula: C5H7NO
Method: DFT, ωB97M-V with the def2-TZVPD basis set

Each line ends with the Löwdin charge.
Element x y z (Å)
O  -2.79  1.08  0.35  0.01
C  -1.53  0.69  0.01  -0.20
C  -1.07  -0.52  0.31  -0.05
C  0.34  -0.98  0.08  -0.33
C  1.31  -0.14  -0.79  -0.11
C  2.04  -0.06  0.52  -0.16
N  1.25  -0.75  1.26  0.10
H  -2.95  1.97  0.03  0.10
H  -0.92  1.43  -0.51  0.11
H  -1.73  -1.21  0.85  0.12
H  0.35  -2.05  -0.17  0.13
H  0.93  0.80  -1.19  0.09
H  1.82  -0.69  -1.59  0.10
H  2.97  0.42  0.84  0.10

The LUMO energy comes out at 0.72 eV. For the gap between HOMO and LUMO, the calculation gives 9.6 eV. As for the net charge: 0. For the energy, the calculation gives -324.63483 a.u. The value obtained for the HOMO energy is -8.85 eV.

=====

[7]
Molecular formula: C5H7NO
Method: DFT, ωB97M-V with the def2-TZVPD basis set

Each line ends with the Löwdin charge.
Element x y z (Å)
C  -0.60  1.05  -1.38  -0.08
C  0.40  0.38  -0.45  -0.34
C  1.26  -0.52  -1.22  -0.20
N  1.77  -1.51  -1.53  0.16
C  -0.39  -0.50  0.58  -0.13
C  0.03  -0.50  2.04  -0.26
O  -0.05  0.46  2.78  0.05
H  -0.05  1.56  -2.16  0.08
H  -1.17  1.76  -0.78  0.09
H  -1.27  0.29  -1.81  0.10
H  1.08  1.13  0.00  0.15
H  -1.47  -0.32  0.63  0.13
H  -0.36  -1.54  0.26  0.11
H  0.61  -1.49  2.39  0.15

The LUMO energy comes out at 0.54 eV. Its SMILES is C[C@H](C#N)CC=O. For the gap between HOMO and LUMO, the calculation gives 10.8 eV. As for the net charge: 0. For the energy, the calculation gives -324.67169 a.u. The value obtained for the HOMO energy is -10.23 eV.

=====

[8]
Molecular formula: C5H7NO
Method: DFT, ωB97M-V with the def2-TZVPD basis set

Each line ends with the Löwdin charge.
Element x y z (Å)
C  1.75  0.19  -0.23  -0.04
C  0.28  0.37  -0.40  -0.24
C  -0.40  1.29  -1.06  -0.04
O  -1.80  1.12  -0.91  -0.06
C  -2.11  0.14  -0.08  0.02
C  -0.78  -0.53  0.20  -0.39
N  -0.50  -1.04  1.53  0.06
H  2.31  1.01  -0.68  0.08
H  2.08  -0.75  -0.69  0.08
H  2.00  0.12  0.83  0.08
H  -0.12  2.14  -1.68  0.13
H  -0.98  -1.34  -0.53  0.16
H  -0.54  -2.05  1.55  0.07
H  -1.19  -0.68  2.17  0.07

The LUMO energy comes out at 0.59 eV. For the gap between HOMO and LUMO, the calculation gives 9.3 eV. As for the net charge: 0. For the energy, the calculation gives -324.59862 a.u. The value obtained for the HOMO energy is -8.70 eV.

=====

[9]
Molecular formula: C5H7NO
Method: DFT, ωB97M-V with the def2-TZVPD basis set

Each line ends with the Löwdin charge.
Element x y z (Å)
C  1.20  0.69  -1.17  -0.05
C  -0.07  0.49  -0.40  -0.23
C  -1.27  1.12  -0.42  -0.08
O  -2.11  0.60  0.51  -0.01
C  -1.42  -0.41  1.14  -0.07
C  -0.17  -0.51  0.62  -0.30
N  0.92  -1.34  0.97  0.09
H  1.29  1.69  -1.61  0.08
H  1.29  -0.04  -1.98  0.08
H  2.03  0.53  -0.47  0.08
H  -1.65  1.94  -1.02  0.13
H  -1.96  -0.93  1.91  0.12
H  1.23  -1.91  0.19  0.09
H  0.72  -1.95  1.74  0.08

The LUMO energy comes out at 0.98 eV. Its SMILES is Cc1cocc1N. For the gap between HOMO and LUMO, the calculation gives 9.2 eV. As for the net charge: 0. For the energy, the calculation gives -324.69351 a.u. The value obtained for the HOMO energy is -8.18 eV.

=====

[10]
Molecular formula: C5H7NO
Method: DFT, ωB97M-V with the def2-TZVPD basis set

Each line ends with the Löwdin charge.
Element x y z (Å)
C  1.28  -0.37  -0.48  -0.01
C  -0.55  -0.87  -0.96  -0.04
C  -0.28  -0.32  0.35  -0.52
N  -0.23  -1.11  1.52  0.10
C  -0.80  1.06  0.39  -0.01
C  -1.20  1.30  -0.86  -0.11
O  -1.02  0.21  -1.68  -0.08
H  1.70  -1.37  -0.46  0.07
H  1.40  0.06  -1.48  0.09
H  1.80  0.28  0.23  0.09
H  0.35  -0.71  2.25  0.09
H  0.05  -2.06  1.32  0.09
H  -0.88  1.73  1.24  0.11
H  -1.62  2.17  -1.35  0.13

The LUMO energy comes out at 0.95 eV. For the gap between HOMO and LUMO, the calculation gives 9.6 eV. As for the net charge: 0. For the energy, the calculation gives -324.57572 a.u. The value obtained for the HOMO energy is -8.67 eV.